1.
141
Properties=species:S:1:pos:R:3:mulliken_charge:R:1 method="wB97M-V/def2-TZVPD" lumo_ev=0.339 smiles="O=S1(=O)OCCO1.C1CCOC1.C1CCOC1.C1CCOC1.C1CCOC1.C1CCOC1.C1CCOC1.C1CCOC1.C1CCOC1.C1CCOC1.C1CCOC1" multiplicity=1 de_lowest_kj_mol=55.2 e_homo_ha=-0.3339
O 2.91 5.63 0.52 -0.700
S 2.65 4.53 -0.30 0.921
O 1.71 3.51 0.02 -0.117
O 2.35 4.98 -1.80 -0.445
C 3.25 4.40 -2.76 0.265
C 4.19 3.47 -1.97 -0.220
O 4.06 3.85 -0.60 -0.303
H 2.63 3.92 -3.51 -0.190
H 3.83 5.21 -3.20 0.292
H 5.24 3.59 -2.21 0.477
H 3.89 2.43 -2.12 -0.004
C 1.77 -0.83 5.74 -0.409
C 1.11 -2.12 6.24 -0.969
C 1.07 -3.04 5.02 -0.316
O 0.96 -2.16 3.91 -0.189
C 1.61 -0.95 4.20 0.247
H 2.82 -0.76 5.98 0.363
H 1.25 -0.02 6.25 0.148
H 0.16 -1.98 6.76 0.337
H 1.70 -2.60 7.04 0.388
H 0.19 -3.68 5.07 0.212
H 1.97 -3.66 4.96 0.316
H 0.98 -0.12 3.84 -0.120
H 2.57 -0.82 3.71 -0.157
C 4.22 0.35 0.01 0.451
C 4.67 0.43 1.47 0.318
C 5.95 -0.40 1.49 -0.569
O 6.43 -0.37 0.13 -0.485
C 5.62 0.52 -0.61 -0.498
H 3.45 1.09 -0.25 -0.170
H 3.84 -0.65 -0.23 0.160
H 3.97 0.13 2.24 -0.401
H 4.93 1.47 1.66 0.133
H 5.78 -1.46 1.71 0.336
H 6.68 0.08 2.14 0.326
H 5.70 0.36 -1.69 0.358
H 5.97 1.55 -0.44 0.237
C 1.13 3.22 4.75 -0.782
C 1.28 3.30 3.23 1.241
C 2.78 3.37 3.02 0.461
O 3.33 2.62 4.12 -0.427
C 2.55 2.89 5.26 -0.449
H 0.37 2.49 5.03 0.249
H 0.74 4.12 5.24 0.392
H 0.72 4.11 2.79 0.358
H 0.92 2.37 2.78 -0.841
H 3.17 4.39 3.06 0.170
H 3.21 2.84 2.17 -0.912
H 2.91 3.74 5.84 0.293
H 2.52 2.04 5.94 0.249
C 0.44 -0.14 0.65 1.311
C 0.02 -0.40 -0.78 0.681
C -0.81 -1.70 -0.69 -0.214
O -1.17 -1.81 0.68 -0.436
C -0.79 -0.62 1.40 0.086
H 0.62 0.93 0.80 -0.935
H 1.36 -0.63 0.95 0.016
H 0.87 -0.61 -1.44 0.185
H -0.49 0.42 -1.28 -0.854
H -0.22 -2.54 -1.06 0.017
H -1.72 -1.60 -1.29 0.251
H -0.63 -0.83 2.45 0.293
H -1.67 0.03 1.29 -0.585
C -0.89 2.59 -2.95 0.250
C -0.88 3.93 -2.18 1.757
C -1.63 4.87 -3.16 -0.672
O -1.93 4.10 -4.32 -0.509
C -0.92 3.08 -4.36 -0.205
H -1.80 2.05 -2.68 0.046
H -0.03 2.00 -2.63 -0.038
H 0.12 4.34 -2.09 -0.560
H -1.31 3.80 -1.20 -0.991
H -1.05 5.76 -3.40 0.306
H -2.56 5.25 -2.74 0.345
H 0.04 3.50 -4.67 0.156
H -1.31 2.40 -5.12 0.158
C -1.31 -5.12 -4.95 -0.768
C -2.83 -5.20 -4.96 -0.557
C -3.12 -4.91 -3.51 -0.498
O -2.15 -3.94 -3.10 -0.260
C -1.14 -3.87 -4.06 -0.004
H -0.80 -5.07 -5.91 0.391
H -0.92 -6.02 -4.45 0.275
H -3.31 -6.10 -5.36 0.389
H -3.20 -4.41 -5.62 0.214
H -2.95 -5.82 -2.92 0.240
H -4.13 -4.60 -3.24 0.291
H -0.14 -3.91 -3.62 0.244
H -1.17 -3.08 -4.82 -0.008
C 1.03 -1.03 -5.74 -0.687
C 0.99 0.35 -6.33 -0.244
C 2.05 1.01 -5.47 -0.653
O 1.79 0.50 -4.15 -0.141
C 1.16 -0.77 -4.21 -0.317
H 1.91 -1.60 -6.02 0.383
H 0.12 -1.59 -5.94 0.267
H 0.03 0.81 -6.08 0.009
H 1.17 0.33 -7.41 0.434
H 2.02 2.10 -5.45 0.204
H 3.07 0.74 -5.75 0.374
H 0.18 -0.88 -3.74 0.217
H 1.73 -1.65 -3.91 0.236
C -2.13 4.07 1.70 0.451
C -3.04 3.38 0.68 0.251
C -4.36 3.37 1.45 -0.627
O -3.96 3.06 2.81 -0.475
C -2.64 3.52 3.02 -0.230
H -2.20 5.16 1.69 0.278
H -1.09 3.82 1.48 -0.635
H -2.71 2.35 0.55 -0.212
H -3.19 3.94 -0.24 0.258
H -5.04 2.57 1.18 0.210
H -4.81 4.36 1.47 0.328
H -2.03 2.70 3.43 0.107
H -2.59 4.26 3.83 0.313
C -1.21 -5.47 1.49 -0.024
C -0.10 -5.18 2.52 0.574
C 1.09 -6.03 2.03 -0.592
O 0.67 -6.71 0.87 -0.443
C -0.75 -6.78 0.88 -0.527
H -1.17 -4.71 0.71 -0.342
H -2.20 -5.47 1.93 0.446
H -0.40 -5.48 3.53 0.224
H 0.12 -4.12 2.59 -0.459
H 1.43 -6.71 2.83 0.272
H 1.95 -5.40 1.83 0.332
H -1.12 -7.66 1.43 0.241
H -1.03 -6.92 -0.17 0.341
C -5.89 -0.95 -0.37 -0.708
C -7.01 -0.71 0.68 -0.396
C -6.33 -0.99 2.00 -0.611
O -4.94 -0.74 1.83 -0.382
C -4.60 -0.94 0.47 0.407
H -5.87 -0.11 -1.07 0.246
H -6.05 -1.84 -0.97 0.332
H -7.86 -1.37 0.50 0.309
H -7.24 0.35 0.59 0.239
H -6.45 -2.02 2.37 0.312
H -6.70 -0.33 2.79 0.299
H -4.09 -1.91 0.45 0.167
H -3.94 -0.19 0.05 -0.182

2.
22
Properties=species:S:1:pos:R:3:mulliken_charge:R:1 method="wB97M-V/def2-TZVPD" lumo_ev=0.384 smiles=CC[C@H](C)N.O.O multiplicity=1 de_lowest_kj_mol=223.6 e_homo_ha=-0.3399
C -0.96 -1.47 1.29 -0.956
C -0.85 -1.80 -0.23 -0.555
C -0.22 -0.45 -1.05 0.681
C -1.36 0.37 -1.64 -1.083
N 0.76 -1.07 -2.22 -0.768
H -0.16 -0.85 1.61 0.212
H -1.93 -0.94 1.50 0.270
H -1.05 -2.37 1.91 0.358
H -1.74 -2.21 -0.62 0.329
H -0.06 -2.55 -0.32 0.270
H 0.31 0.16 -0.30 -0.087
H -1.09 1.24 -2.18 0.378
H -2.28 -0.20 -2.12 0.254
H -1.86 0.88 -0.62 0.218
H 1.28 -0.27 -2.83 0.266
H 1.47 -1.53 -1.65 0.247
O 1.29 3.05 0.03 -0.613
H 1.52 2.51 0.77 0.321
H 1.69 3.87 0.33 0.304
O 1.77 1.51 2.52 -0.681
H 0.98 1.20 2.97 0.308
H 2.50 0.91 2.82 0.328

3.
9
Properties=species:S:1:pos:R:3:mulliken_charge:R:1 method="wB97M-V/def2-TZVPD" lumo_ev=0.816 smiles=CS.S multiplicity=1 de_lowest_kj_mol=107.4 e_homo_ha=-0.3043
C 1.34 0.58 -0.18 -0.690
S 0.11 -0.75 -0.28 -0.245
H 1.29 1.11 0.77 0.261
H 2.35 0.21 -0.35 0.289
H 1.09 1.29 -0.98 0.248
H 0.58 -1.48 0.75 0.131
S -2.61 0.06 -0.23 -0.306
H -1.90 -1.03 -0.55 0.158
H -2.24 0.02 1.05 0.155

4.
18
Properties=species:S:1:pos:R:3:mulliken_charge:R:1 method="wB97M-V/def2-TZVPD" lumo_ev="-3.959 / -4.168" multiplicity=1 total_charge=+1 de_lowest_kj_mol=73.9 e_homo_ha="-0.4491 / -0.4248"
C -2.09 -0.33 -0.31 0.455
C 0.86 -1.11 0.10 0.723
C -0.12 2.48 -0.28 -1.033
C 0.04 1.14 0.39 -0.160
N 1.37 -2.02 -0.73 -0.371
N 0.43 -1.47 1.34 -0.228
N 0.79 0.18 -0.31 -0.105
O -1.68 -1.29 -0.87 -0.335
Cl -3.67 0.01 0.00 -0.066
H 0.79 2.68 -0.84 0.321
H -1.02 2.88 -0.90 0.267
H -0.28 3.10 0.63 0.316
H -0.22 1.03 1.43 0.261
H 1.28 -2.95 -0.54 0.183
H 1.74 -1.88 -1.61 0.172
H 0.68 -2.25 1.82 0.219
H 0.07 -0.66 1.91 0.162
H 1.01 0.45 -1.23 0.220

5.
39
Properties=species:S:1:pos:R:3:mulliken_charge:R:1 method="wB97M-V/def2-TZVPD" lumo_ev=3.008 multiplicity=1 total_charge=-1 de_lowest_kj_mol=73.2 e_homo_ha=-0.2359
C -3.23 -1.04 1.69 -0.012
N -2.11 -0.27 1.41 0.263
C -1.74 0.67 2.43 -0.935
C -1.15 -1.97 -0.20 -1.603
C -1.02 -0.60 0.42 1.353
C -1.05 0.53 -0.65 -1.025
O -0.05 1.51 -0.40 -0.557
O -3.56 -2.12 1.27 -0.561
H -3.84 -0.46 2.39 0.316
H -0.86 0.43 3.03 0.279
H -1.48 1.66 2.01 0.227
H -2.54 0.88 3.09 0.437
H -0.46 -2.05 -1.03 0.506
H -2.12 -2.01 -0.69 0.425
H -0.99 -2.74 0.53 0.312
H -0.14 -0.45 1.04 -0.421
H -0.92 0.19 -1.68 0.298
H -2.01 1.03 -0.53 0.396
H 1.28 -1.38 1.98 0.358
H -0.01 -2.08 2.56 0.337
O 0.85 -1.73 2.78 -0.653
H 3.01 0.91 -1.58 0.092
H 0.80 1.18 -0.77 0.333
O 2.25 0.45 -1.20 -0.882
H -0.89 3.24 -1.83 0.328
H 0.38 2.95 -2.53 0.328
O -0.46 3.38 -2.69 -0.647
H 2.19 -2.59 -2.14 0.275
H 2.00 -0.99 -2.13 0.388
O 1.80 -1.83 -2.57 -0.744
H 2.06 1.43 2.06 0.450
H 0.99 2.17 1.40 0.310
O 1.51 2.23 2.21 -0.720
H 3.35 -0.60 1.25 0.195
H 2.55 0.23 0.06 0.338
O 2.52 -0.13 1.12 -0.812
H 1.05 -0.78 -3.95 0.464
H 1.20 0.69 -3.77 0.253
O 0.83 0.06 -4.39 -0.686

6.
16
Properties=species:S:1:pos:R:3:mulliken_charge:R:1 method="wB97M-V/def2-TZVPD" lumo_ev=0.521 multiplicity=1 de_lowest_kj_mol=264.1 e_homo_ha=-0.3000
C 2.34 -0.51 -0.67 -0.267
C 1.99 0.76 0.26 -0.724
C 0.49 1.12 0.53 -0.004
C -0.54 1.43 -0.73 -0.437
C -1.25 0.19 0.00 -0.081
H 1.85 -0.51 -1.71 0.228
H 3.53 -0.42 -0.92 0.244
H 2.47 0.70 1.30 0.352
H 2.53 1.81 -0.10 0.300
H 0.68 1.91 1.24 0.301
H -1.20 2.41 -0.68 0.245
H -0.11 1.46 -1.78 0.238
H -0.27 -0.57 1.93 0.353
N -0.28 -0.01 0.84 -0.108
F 1.91 -1.64 0.05 -0.277
S -2.68 -0.62 -0.12 -0.363